Formula: C15H9Co2O7
Source: the OMol25 dataset
Level of theory: ωB97M-V with the def2-TZVPD basis set

## Properties
LUMO energy = 2.70 eV
2S+1 = 1
Total charge = -1
Frontier orbital gap = 6.59 eV

Last column: Mulliken charge in e.
CARTESIAN COORDINATES (ANGSTROEM)
1 O 0.568 1.803 3.791  -0.41
2 C 0.626 1.722 2.636  0.02
3 Co 0.607 1.748 0.884  0.07
4 C -0.927 2.466 0.520  0.07
5 O -1.966 2.881 0.243  -0.42
6 C 1.647 3.071 0.383  0.15
7 O 2.245 4.006 0.056  -0.44
8 C 0.101 -0.061 0.086  1.42
9 C -1.192 -0.667 0.470  0.57
10 C -1.673 -0.692 1.802  -0.17
11 C -2.991 -1.090 2.085  -0.67
12 C -3.834 -1.535 1.061  -0.38
13 C -3.323 -1.660 -0.233  -0.56
14 C -2.004 -1.274 -0.513  -0.47
15 C 0.907 -0.231 -1.055  0.16
16 C 0.878 -0.386 -2.413  -1.05
17 Co 1.848 -0.345 0.431  0.00
18 C 1.996 -0.613 2.182  0.45
19 O 2.201 -0.884 3.292  -0.41
20 C 3.154 0.866 0.193  0.01
21 O 4.170 1.393 0.050  -0.38
22 C 2.687 -1.812 -0.076  -0.03
23 O 3.278 -2.764 -0.347  -0.43
24 H -1.008 -0.378 2.616  0.26
25 H -3.351 -1.045 3.118  0.35
26 H -4.875 -1.787 1.274  0.34
27 H -3.948 -2.058 -1.033  0.36
28 H -1.596 -1.393 -1.516  0.32
29 H 1.640 -1.022 -2.866  0.12
30 H 0.056 0.085 -2.933  0.19
31 O 1.310 0.253 -4.470  -0.57
32 H 0.700 0.982 -4.664  0.28
33 H 2.071 0.420 -5.053  0.24